Here is 4 unconnected molecules or ions with the total composition C35H77N4O3 at a distorted geometry from the OMol25 dataset. Energies are from ωB97M-V with the def2-TZVPD basis set.

XYZ file:
```
119
Properties=species:S:1:pos:R:3:forces:R:3
C 4.79609 0.11998 5.13482 -0.0142 0.2793 -0.1668
O 5.65633 0.17755 4.01163 0.1971 -0.1749 0.1181
C 5.22090 -0.61169 2.92412 -0.0793 0.3746 -0.0430
C 3.97649 -0.03982 2.21649 0.0368 -0.4585 -0.2749
C 2.87725 -1.08701 1.96408 -0.1993 0.4044 0.3252
C 1.73299 -1.03387 3.00232 0.1076 -0.3293 -0.2202
C 0.31564 -0.85377 2.41767 0.3635 0.3811 -0.1991
C -0.00024 -2.05642 1.51438 0.0068 -0.3914 0.5585
C -0.23841 -3.34364 2.26348 0.9149 0.0668 -0.7333
C -0.89189 -4.41197 1.50951 -0.8816 0.6444 0.7038
O -1.56103 -3.65950 2.55539 -0.4968 -0.2479 0.6098
C 0.25449 0.45183 1.57647 -0.4276 -0.3599 0.1818
C -0.35827 1.70606 2.22265 0.1725 0.8289 -0.0498
C 0.65983 2.45226 3.09345 -0.4572 0.0296 -0.0022
C -0.72832 2.65667 1.07528 0.6086 -0.3024 -0.1003
N -1.58386 1.44905 3.06132 -0.4459 -0.6208 -1.4411
O -2.58576 2.21305 2.84318 0.2664 0.2102 0.4118
C -1.95193 0.03197 3.29550 -0.1100 -0.3157 1.2359
C -2.79653 -0.02189 4.57808 0.3179 -0.3220 -0.1116
C -2.80750 -0.53579 2.16728 0.0145 0.5479 -0.0171
C -0.64823 -0.70943 3.59880 0.0415 0.3611 -0.2756
H 4.33839 1.09772 5.29858 -0.1353 0.0405 -0.0192
H 4.00730 -0.61626 4.98428 -0.0878 -0.0976 0.1171
H 5.36276 -0.12621 6.03023 0.1223 -0.1400 0.0127
H 5.04880 -1.64341 3.24469 -0.1309 -0.0700 0.1536
H 6.05198 -0.64322 2.22346 0.1418 0.0328 0.0119
H 4.29334 0.38310 1.26355 0.0280 0.0802 -0.0623
H 3.56377 0.78929 2.78711 0.0558 0.0776 0.1673
H 2.46604 -0.92247 0.97146 -0.0095 -0.1167 -0.1375
H 3.31536 -2.08326 1.97638 0.0785 -0.1018 -0.2117
H 1.91431 -0.23017 3.71427 0.0384 0.1032 0.0455
H 1.74411 -1.95965 3.57971 -0.0541 0.0012 0.2125
H -0.89731 -1.91035 0.91969 -0.0480 0.2479 -0.1342
H 0.81912 -2.27480 0.82832 0.1192 0.3293 -0.1374
H 0.51361 -3.64011 2.99077 -0.1390 0.0118 0.2030
H -0.76177 -5.44317 1.79501 0.1207 -0.2012 -0.4173
H -1.32963 -4.09529 0.57338 0.2973 -0.6763 -0.4791
H 1.24722 0.74536 1.24093 0.1350 0.0241 -0.0080
H -0.30229 0.24412 0.66254 -0.1055 -0.0143 -0.0802
H 0.98505 1.86184 3.94742 0.1609 -0.0003 0.0299
H 1.50281 2.77121 2.48551 0.1891 -0.1354 0.0127
H 0.18048 3.36070 3.45397 0.0037 0.0339 0.2170
H 0.16694 2.74877 0.45417 0.0362 0.0531 -0.0407
H -0.97374 3.64940 1.43081 -0.3079 0.0399 0.0264
H -1.50576 2.24018 0.44146 -0.2758 0.0924 0.0881
H -3.74412 0.48852 4.45172 -0.0393 0.1667 0.0587
H -2.24186 0.37980 5.42393 -0.0373 0.2381 0.0367
H -2.97906 -1.07312 4.80236 -0.1903 -0.0467 -0.0153
H -3.75612 -0.00395 2.17385 -0.0738 0.0629 -0.0727
H -2.35142 -0.37008 1.19491 -0.0021 -0.1792 -0.1408
H -3.00598 -1.58686 2.34219 0.1403 -0.2104 -0.0967
H -0.13238 -0.08041 4.32806 -0.0251 -0.0522 0.2100
H -0.85639 -1.64892 4.10577 -0.0305 -0.2010 -0.1520
C -3.17886 -3.28625 -2.28692 -0.0572 0.0759 -0.0397
C -2.89312 -4.30036 -3.38525 -0.0898 0.1213 0.0703
N -2.34511 -5.54178 -2.87293 0.1042 -0.1111 -0.0429
C -1.80849 -6.41248 -3.90351 0.1226 -0.0300 -0.1436
C -2.78014 -6.99838 -4.93592 0.0427 -0.0905 0.0014
C -3.12611 -6.18732 -1.83371 -0.0865 0.0051 0.2921
C -4.56939 -6.60292 -2.15073 0.0097 -0.0458 0.0306
H -2.28627 -3.10072 -1.68614 0.0105 -0.0416 0.0045
H -3.49292 -2.33757 -2.72565 0.0115 0.0059 -0.0097
H -3.98014 -3.61457 -1.62409 0.0057 0.0183 0.0077
H -2.15581 -3.86840 -4.06782 0.0325 -0.0875 -0.0376
H -3.81050 -4.44959 -3.97702 -0.0072 0.0187 0.0042
H -1.27334 -7.23189 -3.41594 -0.0513 0.0021 0.0748
H -1.04172 -5.84550 -4.44108 -0.0434 0.0784 0.0206
H -3.38648 -7.80005 -4.51675 -0.0594 0.0424 0.0193
H -2.21594 -7.42682 -5.76676 0.0127 0.0135 0.0033
H -3.44665 -6.24169 -5.35040 -0.0014 0.0238 0.0169
H -3.14678 -5.51307 -0.97354 -0.0308 0.0123 -0.0296
H -2.57534 -7.06418 -1.48381 0.0821 -0.0105 -0.1203
H -5.11011 -5.82886 -2.69680 0.0156 0.0234 -0.0081
H -5.11097 -6.78247 -1.21989 0.0149 0.0086 0.0053
H -4.61408 -7.52429 -2.72908 -0.0100 0.0392 -0.0814
C -1.09650 -0.01136 -3.73588 0.0638 -0.0483 0.0236
C -2.32263 0.31271 -4.57429 0.1349 -0.0052 -0.0401
N -3.22891 1.24070 -3.92639 -0.1165 -0.0109 0.0245
C -4.51905 1.34016 -4.58534 -0.1807 -0.0792 -0.0410
C -4.56578 1.91458 -6.00713 -0.0814 0.0520 0.0153
C -2.63908 2.49374 -3.48863 0.1666 0.1186 0.1256
C -1.95878 3.37846 -4.54279 -0.0283 0.0763 0.0535
H -1.38739 -0.38144 -2.75104 -0.0220 0.0371 0.0194
H -0.50599 -0.78565 -4.22805 -0.0118 -0.0086 -0.0105
H -0.44551 0.85327 -3.60130 -0.0102 0.0106 0.0014
H -2.87094 -0.61754 -4.74957 -0.0874 0.0442 -0.0280
H -1.99029 0.66442 -5.56437 0.0150 -0.0275 -0.0057
H -5.18666 1.92332 -3.94558 0.0659 0.0456 0.0366
H -4.94920 0.33362 -4.61083 0.0836 -0.0344 0.0014
H -4.43314 2.99544 -6.01511 0.0701 0.0009 -0.0115
H -5.54188 1.71026 -6.45173 0.0001 -0.0161 0.0122
H -3.81206 1.46918 -6.65696 0.0195 -0.0110 0.0136
H -1.90523 2.26696 -2.71102 0.0105 -0.0634 -0.0285
H -3.41270 3.07227 -2.97831 -0.0833 -0.0463 -0.0599
H -1.32682 2.80073 -5.21874 -0.0015 -0.0277 0.0075
H -1.31935 4.11182 -4.04734 -0.0045 -0.0064 0.0116
H -2.67920 3.93442 -5.14046 0.0040 -0.0520 -0.0685
C 4.07627 7.25219 0.90575 0.0023 0.0199 -0.0200
C 4.72091 6.06471 1.60439 0.0682 0.1064 -0.0967
N 3.87318 4.88858 1.63763 -0.0930 -0.1081 0.0755
C 4.35827 3.85140 2.53100 0.0883 -0.0648 0.1904
C 5.68972 3.16540 2.20345 -0.0074 -0.0793 0.0610
C 3.37936 4.43293 0.35048 -0.0953 0.0642 -0.2004
C 4.40638 4.06567 -0.73009 -0.0717 -0.0848 -0.0425
H 3.11111 7.49069 1.35437 -0.0191 -0.0396 -0.0090
H 4.72031 8.12745 0.99822 0.0077 -0.0020 0.0075
H 3.92628 7.07201 -0.15942 -0.0018 0.0018 -0.0003
H 4.92958 6.35065 2.63862 0.0092 -0.1009 0.0362
H 5.69864 5.86716 1.13615 0.0094 0.0250 0.0083
H 3.58083 3.08670 2.61628 0.0234 0.0261 -0.0676
H 4.43886 4.29173 3.53031 0.0061 0.0913 -0.0410
H 5.58929 2.46678 1.37336 0.0485 0.0457 -0.0579
H 6.02219 2.58449 3.06536 -0.0266 -0.0266 -0.0072
H 6.48041 3.87768 1.96484 -0.0446 0.0503 -0.0325
H 2.72415 5.20887 -0.05331 0.0382 0.0420 0.0353
H 2.72069 3.57653 0.52306 0.0498 -0.0441 0.0964
H 5.21162 4.79817 -0.79671 -0.0023 0.0189 0.0216
H 3.91587 4.03185 -1.70528 -0.0101 0.0072 0.0083
H 4.84984 3.08562 -0.56022 0.0754 0.0335 0.0359
```
Positions in Å, forces in eV/Å.

LUMO (spin up / spin down) in eV: 0.5 / 0.5
Frontier orbital gap (spin up / spin down) in eV: 8.546 / 8.641
HOMO (spin up / spin down) in eV: -8.034 / -8.137
Multiplicity: 2